ORCA calculation (wB97M-V/def2-TZVPD) on a structure of composition C21H49N8O10Y.

LUMO = -4.4 eV
HOMO = -13.14 eV
M = 662.6 g/mol
Kohn-Sham gap = 8.7 eV
Energy relative to the best compared isomer or geometry (same formula, charge and spin) = 373.5 kJ/mol

Structure (ORCA input):
```
! wB97M-V def2-TZVPD RIJCOSX def2/J DEFGRID3
* xyz 2 1
Y -0.3573 0.2774 0.4632
N -0.4825 -2.3020 -2.1624
O -0.9904 -3.3852 -1.8172
O 0.1959 -2.1446 -3.2144
O -0.6288 -1.3434 -1.4991
C 2.9918 -2.9733 -1.2004
C 1.8825 -2.8218 -0.0506
O 1.4041 -1.7295 0.3030
N 1.3487 -3.8971 0.5557
C 1.6180 -5.3242 0.1789
H 3.8086 -2.3364 -0.8610
H 2.6452 -2.6532 -2.1829
H 3.4550 -3.9581 -1.2615
H 0.7132 -3.7966 1.3342
H 0.6719 -5.8354 0.3568
H 2.4057 -5.7320 0.8124
H 1.9255 -5.3053 -0.8667
C -0.3690 4.5314 -1.3012
C 0.3426 3.9539 -0.1047
O 0.1615 2.7274 0.1782
N 1.2888 4.8161 0.3550
C 2.0597 4.4416 1.5152
H 0.2524 5.3157 -1.7334
H -1.2177 5.1018 -0.9235
H -0.7121 3.8611 -2.0893
H 1.2295 5.8059 0.1631
H 1.6004 4.5197 2.5006
H 3.0298 4.9373 1.5519
H 2.3784 3.4121 1.3520
C 2.6671 2.2028 -2.1001
C 2.0528 0.8613 -2.0399
O 1.4308 0.5989 -0.9943
N 1.9327 0.1169 -3.1432
C 2.5267 0.5578 -4.4233
H 3.7061 2.2915 -2.4175
H 2.8178 2.6588 -1.1216
H 1.9455 2.7887 -2.6693
H 1.3312 -0.6779 -3.3062
H 2.2762 1.5815 -4.7016
H 2.1147 -0.0298 -5.2436
H 3.5964 0.3740 -4.5243
C -3.8927 -2.0331 -1.2585
C -3.6509 -1.2870 0.0256
O -2.5157 -0.8090 0.3284
N -4.7124 -1.2212 0.9064
C -4.5933 -0.9529 2.3789
H -3.0501 -1.8067 -1.9119
H -4.7064 -1.5485 -1.7981
H -4.1384 -3.0933 -1.1969
H -5.5057 -1.7578 0.5859
H -5.0392 0.0365 2.4797
H -3.6132 -1.0093 2.8527
H -5.3743 -1.5064 2.9001
C 0.2643 -1.6345 4.5179
C -0.4001 -2.0770 3.1710
O -0.4288 -1.2631 2.2585
N -1.0259 -3.2474 3.0046
C -1.7601 -3.7107 1.8373
H 1.2896 -1.3065 4.3468
H 0.3089 -2.4860 5.1970
H -0.1799 -0.7769 5.0232
H -0.9583 -3.8727 3.7948
H -2.8258 -3.4823 1.8524
H -1.7819 -4.8004 1.8513
H -1.4312 -3.3432 0.8653
C -3.5146 2.8592 -1.3148
C -2.6262 1.7243 -1.8201
O -1.6951 1.2329 -1.0961
N -2.7718 1.3183 -3.0280
C -3.6728 1.7938 -3.9648
H -4.5877 2.6689 -1.3342
H -3.3058 3.7693 -1.8771
H -3.2497 3.2018 -0.3145
H -2.2248 0.4795 -3.1602
H -2.9963 2.3075 -4.6479
H -4.4468 2.4720 -3.6057
H -4.2496 1.0395 -4.4999
C 4.0063 0.3294 1.2615
C 2.8415 0.9306 2.0438
O 1.6390 0.6545 1.7880
N 3.1801 1.6714 3.1346
C 2.4477 1.6812 4.3388
H 4.0720 0.6532 0.2228
H 4.0319 -0.7487 1.1028
H 4.9266 0.5729 1.7925
H 4.1765 1.7777 3.2612
H 2.1696 0.6782 4.6625
H 1.5690 2.3064 4.1799
H 2.9530 2.1280 5.1951
*
```

ORCA calculation (wB97M-V/def2-TZVPD) on a structure of composition C2F8N.

LUMO = -6.4 eV
HOMO = -19.63 eV
M = 190.0 g/mol
Kohn-Sham gap = 13.2 eV
Energy relative to the best compared isomer or geometry (same formula, charge and spin) = 358.4 kJ/mol

Structure (ORCA input):
```
! wB97M-V def2-TZVPD RIJCOSX def2/J DEFGRID3
* xyz 1 1
C 0.4605 -0.3237 0.1577
C -0.8902 -0.5464 0.9336
N 0.4053 0.6798 -0.9823
F 1.6720 0.2574 1.1728
F 1.0480 -1.2953 -0.4317
F -1.7535 -0.9856 0.0674
F -0.6442 -1.3837 1.8993
F -1.4336 0.6114 1.3159
F 1.3926 0.5117 -1.7717
F 0.4647 1.9867 -0.7115
F -0.7215 0.4878 -1.6494
*
```

ORCA calculation (wB97M-V/def2-TZVPD) on a structure of composition C22H25N4O3PtSbSe4.

LUMO (spin up / spin down) = -0.5 / -2.1 eV
HOMO (spin up / spin down) = -7.86 / -7.76 eV
Expectation value of S² = 2.009
M = 1026.1 g/mol
Kohn-Sham gap (spin up / spin down) = 7.4 / 5.7 eV
Energy relative to the best compared isomer or geometry (same formula, charge and spin) = 23.6 kJ/mol

Structure (ORCA input):
```
! wB97M-V def2-TZVPD RIJCOSX def2/J DEFGRID3
* xyz 0 3
Pt 1.8770 -0.1417 0.1447
C 6.5366 0.2982 2.2860
N 6.2151 0.1468 0.8667
C 7.2923 -0.0720 -0.0876
C 4.9687 0.0918 0.4851
N 3.8631 0.0473 0.1677
H 7.0514 -0.5958 2.6420
H 5.6161 0.4352 2.8510
H 7.1803 1.1681 2.4227
H 7.8928 -0.9273 0.2263
H 7.9299 0.8115 -0.1439
H 6.8749 -0.2751 -1.0702
O -0.2664 0.1901 2.5588
C -0.7833 -0.0892 1.4821
N -2.1171 -0.2577 1.2763
C -2.4030 -0.7522 -0.0617
C -0.9823 -0.6961 -0.6731
O -0.7101 -0.9982 -1.8147
N -0.1146 -0.2705 0.2884
C -3.3970 0.1567 -0.7737
C -4.5915 0.4520 -0.1193
C -5.5375 1.2746 -0.7049
C -5.3043 1.8146 -1.9639
C -4.1244 1.5181 -2.6241
C -3.1740 0.6900 -2.0358
C -2.8356 -2.2195 -0.0519
C -3.7534 -2.7095 -0.9713
C -4.0887 -4.0565 -0.9748
C -3.5056 -4.9240 -0.0650
C -2.5794 -4.4404 0.8486
C -2.2440 -3.0963 0.8549
H -2.7237 -0.4107 2.0641
H -4.7906 0.0271 0.8577
H -6.4590 1.4931 -0.1810
H -6.0416 2.4585 -2.4253
H -3.9384 1.9255 -3.6099
H -2.2702 0.4389 -2.5724
H -4.2091 -2.0407 -1.6892
H -4.8086 -4.4263 -1.6935
H -3.7679 -5.9739 -0.0691
H -2.1104 -5.1109 1.5569
H -1.5084 -2.7356 1.5649
Se 3.8349 -2.0239 4.9499
Sb 2.1562 -0.6968 3.5618
Se 0.3074 -1.3330 5.1143
Se 2.9834 1.5439 3.5502
Se 2.0729 -2.1140 1.5050
C 0.1908 3.5728 -0.9700
C 0.7493 3.2458 -2.3584
C 1.1381 1.7915 -2.2005
O 1.6936 1.7334 -0.8653
C 1.0776 2.7613 -0.0285
H -0.8471 3.2445 -0.8950
H 0.2293 4.6357 -0.7401
H 1.6264 3.8579 -2.5753
H 0.0193 3.3890 -3.1533
H 1.9123 1.4389 -2.8792
H 0.2791 1.1213 -2.2669
H 1.8945 3.3335 0.4077
H 0.5241 2.2800 0.7752
*
```

ORCA calculation (wB97M-V/def2-TZVPD) on a cluster of 3 separate species, C3H13N2O3 in total.

LUMO = -8.3 eV
HOMO = -13.62 eV
M = 125.1 g/mol
Kohn-Sham gap = 5.3 eV
Energy relative to the best compared isomer or geometry (same formula, charge and spin) = 649.7 kJ/mol

Structure (ORCA input):
```
! wB97M-V def2-TZVPD RIJCOSX def2/J DEFGRID3
* xyz 1 1
C 1.6355 0.9451 0.4325
C 0.1885 0.7846 0.7469
C -1.0319 1.3719 0.1442
N -1.8668 2.1416 0.9815
O -1.9325 0.5730 -0.6806
N 2.2936 0.2225 -0.7524
H 1.9591 1.9849 0.2862
H 2.1542 0.5411 1.3209
H -0.5987 1.9872 -0.5815
H 0.0104 0.1577 1.6513
H -1.6815 2.2600 1.9774
H -2.8491 2.4673 0.6817
H 3.2978 0.4268 -0.5874
H -1.6053 -0.3050 -0.6917
H 1.9549 0.6949 -1.6254
H -1.5767 -2.9075 -0.2361
H -0.4089 -1.8492 -0.1570
O -1.1949 -2.0992 -0.6788
H 2.2100 -3.6366 -0.1203
H 1.9878 -2.0091 -0.3535
O 1.5532 -2.8451 -0.0293
*
```

ORCA calculation (wB97M-V/def2-TZVPD) on a cluster of 8 separate species, C30H31BrF7N2O22S in total.

LUMO = -5.1 eV
HOMO = -11.74 eV
M = 1016.5 g/mol
Kohn-Sham gap = 6.7 eV

Structure (ORCA input):
```
! wB97M-V def2-TZVPD RIJCOSX def2/J DEFGRID3
* xyz 1 1
C 1.7362 0.0898 -2.3594
C 1.3633 1.6281 -2.6273
S 1.2985 2.5197 -1.0189
C -0.1558 3.6653 -1.0125
C -1.3670 2.8389 -1.5408
C -1.8905 1.6969 -0.7090
C -3.0064 0.9542 -1.2795
O -3.6000 -0.1791 -0.6501
C -3.2849 -1.2384 -1.4994
N -3.3280 -1.9632 -2.3930
N -3.5652 1.2745 -2.5243
C -3.1065 2.3137 -3.3069
C -1.9800 3.1295 -2.8569
Br -1.3477 4.5503 -4.0163
H 2.5498 -0.2641 -3.0517
H 2.1832 0.0597 -1.3173
H 0.8381 -0.5798 -2.4127
H 2.1580 2.0242 -3.3287
H 0.4016 1.6254 -3.2074
H 0.0328 4.5414 -1.6839
H -0.3027 4.0306 0.0361
H -1.4521 1.4134 0.2769
H -4.3474 0.7150 -2.8858
H -3.5975 2.4728 -4.2975
C -2.3695 -2.1160 2.4766
C -2.6981 -0.6548 2.3918
O -1.7334 -0.0564 3.2283
C -0.6389 -0.8785 3.1766
O 0.4463 -0.5666 3.5337
O -0.9563 -2.0963 2.6518
F -3.9297 -0.4007 2.9014
H -2.8370 -2.6015 3.3364
H -2.6457 -2.6605 1.5732
H -2.6216 -0.2342 1.3865
C -5.5452 1.2748 4.9645
C -6.8739 1.6251 4.3642
O -7.6352 2.0260 5.4846
C -6.7366 2.5336 6.3808
O -7.0295 3.2028 7.3151
O -5.4592 2.1801 6.0607
F -7.4614 0.5371 3.8073
H -5.5088 0.2481 5.3374
H -4.7213 1.4234 4.2687
H -6.8390 2.4385 3.6342
C 5.0695 -1.3754 -5.3121
C 4.6702 -1.0177 -6.7113
O 3.2931 -1.3361 -6.7410
C 2.8460 -1.1694 -5.4659
O 1.6988 -1.0858 -5.1674
O 3.8785 -1.1005 -4.5741
F 5.3143 -1.7938 -7.6181
H 5.3258 -2.4314 -5.2047
H 5.9026 -0.7734 -4.9497
H 4.8086 0.0365 -6.9652
C 2.1539 5.4146 -7.1254
C 3.0115 5.4597 -5.8959
O 2.7917 4.1916 -5.3068
C 2.5077 3.3487 -6.3428
O 2.5307 2.1625 -6.2631
O 2.2026 4.0348 -7.4770
F 2.5845 6.4166 -5.0365
H 1.1187 5.7027 -6.9262
H 2.5429 6.0386 -7.9291
H 4.0778 5.5921 -6.0950
C -1.6112 1.9837 7.5799
C -1.5477 1.2952 8.9083
O -2.5233 0.2771 8.7938
C -2.5661 -0.0347 7.4681
O -3.0695 -1.0223 7.0286
O -1.9588 0.9142 6.7063
F -1.9143 2.1319 9.9087
H -2.3870 2.7527 7.5421
H -0.6596 2.4310 7.2948
H -0.5771 0.8480 9.1362
C 0.2939 -4.0516 9.8481
C -0.7235 -3.0005 10.1767
O -0.2045 -1.8445 9.5442
C 0.5046 -2.3019 8.4715
O 0.8540 -1.6174 7.5639
O 0.7547 -3.6347 8.5662
F -0.7797 -2.7757 11.5107
H 1.1307 -4.0602 10.5506
H -0.1375 -5.0510 9.8040
H -1.7264 -3.2085 9.7951
C 6.6284 -6.3689 -8.4156
C 5.2927 -5.9593 -8.9599
O 4.5709 -5.6033 -7.7961
C 5.5020 -5.1664 -6.9034
O 5.2471 -4.5412 -5.9230
O 6.7596 -5.5259 -7.2740
F 4.6674 -7.0012 -9.5569
H 6.6504 -7.4145 -8.0996
H 7.4382 -6.1994 -9.1243
H 5.3265 -5.1085 -9.6451
*
```

ORCA calculation (wB97M-V/def2-TZVPD) on the molecule C14H21ClF2O3S.

SMILES string = C#CCCC[C@H]1[C@@H]([C@@H](C)F)[C@H](Cl)S(=O)(=O)O[C@]1(C)[C@@H](C)F
LUMO = 0.5 eV
HOMO = -10.31 eV
M = 342.8 g/mol
Kohn-Sham gap = 10.8 eV

Structure (ORCA input):
```
! wB97M-V def2-TZVPD RIJCOSX def2/J DEFGRID3
* xyz 0 1
C -1.6944 4.6184 -1.2171
C -0.8749 3.8149 -1.5669
C 0.1451 2.8227 -1.8996
C -0.4383 1.4002 -2.0974
C 0.4522 0.3025 -1.4682
C -0.0166 -0.1644 -0.0707
C -0.4037 -1.6737 0.0066
C -1.2679 -2.1624 -1.1655
C -2.2612 -3.2508 -0.7856
F -2.0132 -1.0813 -1.6372
C 0.8819 -2.4730 0.2114
Cl 0.7983 -4.2125 -0.0689
S 1.3618 -2.2257 1.9444
O 2.7797 -2.3055 2.0700
O 0.5325 -3.0528 2.7578
O 0.8461 -0.7447 2.1701
C 0.9694 0.2196 1.0714
C 2.4463 0.3671 0.6909
C 0.4831 1.5564 1.6738
C -0.6807 1.4078 2.6441
F 1.5230 2.1963 2.3248
H -2.5284 5.2343 -0.9800
H 0.6772 3.1340 -2.8007
H 0.8933 2.8330 -1.1022
H -0.5071 1.2208 -3.1702
H -1.4468 1.3486 -1.6980
H 0.4814 -0.5449 -2.1547
H 1.4653 0.6972 -1.4507
H -0.9535 0.3507 0.1489
H -1.0045 -1.7949 0.9125
H -0.6419 -2.5262 -1.9849
H -1.8070 -4.2364 -0.8028
H -2.7142 -3.0471 0.1839
H -3.0590 -3.2361 -1.5311
H 1.6634 -2.0945 -0.4425
H 2.6092 1.3419 0.2340
H 3.0518 0.3379 1.5933
H 2.8120 -0.4011 0.0139
H 0.1602 2.1820 0.8377
H -1.1917 2.3627 2.7500
H -0.3083 1.0709 3.6086
H -1.3949 0.6724 2.2741
*
```

ORCA calculation (wB97M-V/def2-TZVPD) on the molecule C4H5NO.

SMILES string = C/C=N/C=C=O
LUMO = 1.0 eV
HOMO = -8.49 eV
M = 83.1 g/mol
Kohn-Sham gap = 9.5 eV
Energy relative to the best compared isomer or geometry (same formula, charge and spin) = 266.0 kJ/mol

Structure (ORCA input):
```
! wB97M-V def2-TZVPD RIJCOSX def2/J DEFGRID3
* xyz 0 1
C 1.7406 -0.3717 0.1890
C 0.3458 -0.1435 -0.1628
N -0.1288 1.0111 0.1210
C -1.5148 1.1400 -0.0989
C -2.0441 -0.0269 -0.1043
O -2.4458 -1.0923 -0.0227
H 1.8751 -1.3540 0.7161
H 2.0572 0.4037 0.7664
H 2.2588 -0.4833 -0.6648
H -0.0093 -1.0647 -0.8078
H -2.1348 1.9816 0.0689
*
```

ORCA calculation (wB97M-V/def2-TZVPD) on a cluster of 2 separate species, C3H4N in total.

LUMO (spin up / spin down) = -8.7 / -8.5 eV
HOMO (spin up / spin down) = -14.72 / -14.97 eV
M = 54.1 g/mol
Kohn-Sham gap (spin up / spin down) = 6.1 / 6.4 eV
Energy relative to the best compared isomer or geometry (same formula, charge and spin) = 531.9 kJ/mol

Structure (ORCA input):
```
! wB97M-V def2-TZVPD RIJCOSX def2/J DEFGRID3
* xyz 1 1
C 2.9843 -0.0012 0.1316
C 3.8773 -0.0349 -0.8676
C 1.9889 0.0057 0.9238
N -0.6358 -0.1201 -0.2422
H 1.3909 0.0473 1.8054
H -1.1553 -0.5279 0.5097
H -0.0464 -0.7353 -0.7417
H -0.6440 0.8817 -0.3545
*
```

ORCA calculation (wB97M-V/def2-TZVPD) on a cluster of 2 separate species, C7H15NO in total.

SMILES string = C=C[C@H](C)NC(C)=O.C
LUMO = 0.9 eV
HOMO = -9.52 eV
M = 129.2 g/mol
Kohn-Sham gap = 10.4 eV
Energy relative to the best compared isomer or geometry (same formula, charge and spin) = 101.6 kJ/mol

Structure (ORCA input):
```
! wB97M-V def2-TZVPD RIJCOSX def2/J DEFGRID3
* xyz 0 1
C -1.8166 1.7172 -1.1407
C -1.3785 0.9068 -0.1948
C -1.1765 -0.5720 -0.3875
C -2.2989 -1.3359 0.3174
N 0.1015 -1.0242 0.1496
C 1.3208 -0.9399 -0.5027
C 1.4803 0.2306 -1.4398
O 2.1974 -1.7507 -0.2724
H -2.0289 2.7552 -0.9473
H -2.0435 1.3608 -2.1334
H -1.1832 1.2708 0.8052
H -1.2264 -0.7965 -1.4625
H -2.1903 -2.4066 0.1541
H -3.2633 -1.0261 -0.0776
H -2.2796 -1.1336 1.3866
H 0.0458 -1.8382 0.7483
H 0.8622 0.0771 -2.3235
H 1.1575 1.1537 -0.9644
H 2.5239 0.3042 -1.7349
C 2.2385 0.6147 2.0041
H 1.1980 0.3385 1.6823
H 2.3710 1.6895 2.0546
H 2.4364 0.1871 2.9815
H 2.9526 0.2175 1.2980
*
```